ORCA calculation (ωB97M-V with the def2-TZVPD basis set) on a structure of composition C49H44AlN9PS.

Its total energy is -3367.7981 a.u. As for the total charge: +3. The value obtained for the HOMO energy is -14.972 eV. The value obtained for the HOMO-LUMO gap is 7.38 eV.

Atoms and positions in Å:
Al  -0.42009  -0.67262  0.09816
C  2.81644  2.01768  3.20660
N  1.64490  1.19762  2.91547
C  1.19447  0.88938  1.69009
N  0.08391  0.14340  1.79107
C  -0.21427  0.01340  3.14023
C  0.80785  0.63060  3.85135
C  1.12639  0.65934  5.28604
C  1.24815  1.86260  5.97859
C  1.57467  1.86028  7.32599
C  1.79619  0.66091  7.98615
C  1.68499  -0.54164  7.29921
C  1.34692  -0.54591  5.95747
C  -1.53233  -0.44302  3.61721
C  -1.83774  -0.60722  4.97251
C  -3.12921  -0.91230  5.37138
C  -4.14033  -1.06651  4.43601
C  -3.85923  -0.88861  3.09016
C  -2.57576  -0.56505  2.69422
P  1.82985  1.64000  0.15527
C  0.18490  1.94932  -0.58122
N  -0.84026  1.07938  -0.67512
C  -1.87761  1.73259  -1.32226
C  -1.45412  3.01912  -1.61318
N  -0.16586  3.11912  -1.13493
C  0.67383  4.31126  -1.19984
C  -2.12780  4.17952  -2.21805
C  -3.27631  4.70483  -1.62437
C  -3.86478  5.84504  -2.14473
C  -3.31284  6.47183  -3.25409
C  -2.17771  5.94714  -3.85556
C  -1.58234  4.80798  -3.33805
C  -3.15911  1.08679  -1.64254
C  -3.49838  -0.12519  -1.04404
C  -4.69373  -0.76773  -1.29977
C  -5.59300  -0.19386  -2.18680
C  -5.27908  1.01132  -2.79610
C  -4.07586  1.64772  -2.53461
C  2.12560  0.09198  -0.75847
N  1.15935  -0.79191  -1.02816
C  1.63757  -1.66036  -1.99402
C  2.96488  -1.33056  -2.22861
N  3.22367  -0.20940  -1.46795
C  4.47749  0.53577  -1.43920
C  4.00566  -1.98990  -3.02860
C  4.65873  -1.31540  -4.05926
C  5.67255  -1.94143  -4.76669
C  6.05200  -3.23579  -4.44264
C  5.40735  -3.91181  -3.41543
C  4.38664  -3.29557  -2.71168
C  0.72320  -2.49067  -2.79595
C  1.13976  -3.60760  -3.52224
C  0.26638  -4.24498  -4.39077
C  -1.03498  -3.79269  -4.54027
C  -1.46921  -2.69026  -3.81815
C  -0.59182  -2.03840  -2.97298
H  3.54404  1.92256  2.40576
H  3.26305  1.68748  4.14034
H  2.53420  3.06521  3.30490
H  1.05546  2.80256  5.47510
H  1.65661  2.79811  7.85836
H  2.05191  0.65987  9.03691
H  1.86099  -1.47740  7.81254
H  1.25426  -1.48274  5.42026
H  -1.08067  -0.47680  5.72660
H  -3.34527  -1.01179  6.42639
H  -5.14951  -1.29176  4.75296
H  -4.64863  -0.96001  2.35279
H  -2.39173  -0.32470  1.65785
H  0.04494  5.19522  -1.15111
H  1.23464  4.34038  -2.13257
H  1.37010  4.31653  -0.36615
H  -3.70460  4.21930  -0.75570
H  -4.75460  6.24894  -1.68102
H  -3.77007  7.36669  -3.65374
H  -1.75108  6.42547  -4.72670
H  -0.71598  4.38107  -3.82953
H  -2.81276  -0.55899  -0.33106
H  -4.93095  -1.70178  -0.80694
H  -6.53314  -0.68239  -2.40317
H  -5.97644  1.46649  -3.48622
H  -3.84311  2.57183  -3.03962
H  5.30111  -0.13615  -1.66315
H  4.62603  0.97261  -0.45514
H  4.46785  1.33454  -2.17983
H  4.35878  -0.31036  -4.33180
H  6.17128  -1.41417  -5.56858
H  6.85222  -3.71743  -4.98775
H  5.70636  -4.91949  -3.15971
H  3.89672  -3.81459  -1.89599
H  2.14604  -3.98265  -3.42267
H  0.61372  -5.09414  -4.96349
H  -1.70619  -4.27389  -5.23871
H  -2.47626  -2.31366  -3.94493
H  -0.91041  -1.11076  -2.50811
N  1.11721  -2.53086  1.40964
N  0.40383  -3.70958  1.58648
C  -0.81502  -3.84964  1.06495
N  -1.46813  -4.98044  1.25129
S  -1.59718  -2.63426  0.15408
H  1.95035  -2.71708  0.85821
H  1.40435  -2.18056  2.31874
H  0.84714  -4.49780  2.03957
H  -1.09231  -5.76956  1.75668
H  -2.38962  -5.08895  0.85617



ORCA calculation (ωB97M-V with the def2-TZVPD basis set) on the molecule C6H12.

Its total energy is -235.7807 a.u. As for the SMILES: CCCC1CC1. As for the total charge: 0. The value obtained for the energy above the lowest of the compared OMol25 structures with the same formula, charge and spin is 23.55 kcal per mole. The value obtained for the HOMO energy is -10.125 eV. The value obtained for the HOMO-LUMO gap is 11.41 eV.

Atoms and positions in Å:
C  -1.96074  0.43371  0.61456
C  -1.34809  -0.96642  0.62456
C  0.18306  -0.96784  0.55279
C  0.75819  -0.23851  -0.64403
C  2.16641  0.28082  -0.58480
C  1.01354  1.24334  -0.59386
H  -1.67525  0.98083  -0.29015
H  -1.61927  1.02085  1.47727
H  -3.05467  0.38856  0.65151
H  -1.65594  -1.49574  1.53673
H  -1.75281  -1.54816  -0.21541
H  0.54067  -2.00684  0.54186
H  0.58905  -0.51428  1.46872
H  0.43322  -0.62690  -1.60950
H  2.70480  0.14697  0.35060
H  2.78898  0.21732  -1.47232
H  0.84445  1.82835  -1.49418
H  0.77841  1.77182  0.32695



ORCA calculation (ωB97M-V with the def2-TZVPD basis set) on a structure of composition C4H12GaNO3PS.

Its total energy is -3104.4140 a.u. As for the total charge: -1. The value obtained for the energy above the lowest of the compared OMol25 structures with the same formula, charge and spin is 0.00 kcal per mole. The value obtained for the HOMO energy is -3.669 eV. The value obtained for the HOMO-LUMO gap is 6.95 eV.

Atoms and positions in Å:
C  -1.68104  2.55402  -1.43107
C  -0.56597  2.04284  -1.98532
C  0.52984  1.33608  -1.24753
Ga  -0.21379  -0.22218  -0.18955
P  1.10591  -2.22548  -0.23169
N  0.26695  -3.23901  -1.36756
O  2.45855  -1.87854  -1.18208
S  -0.33227  0.55899  2.06200
C  0.20356  -0.77375  3.13728
O  -1.69678  0.90022  2.48080
O  0.64718  1.64033  2.26531
H  -1.63603  3.03467  -0.45745
H  -2.64999  2.43441  -1.90332
H  -0.42811  2.15154  -3.06341
H  0.95035  2.00426  -0.48207
H  1.31988  1.01628  -1.92793
H  -1.69944  -0.60822  -0.60982
H  -0.63951  -3.45371  -0.96253
H  0.07289  -2.74806  -2.23900
H  3.06461  -1.39070  -0.62076
H  0.04204  -0.48968  4.17493
H  -0.36656  -1.66484  2.87300
H  1.24775  -0.97946  2.90776



ORCA calculation (ωB97M-V with the def2-TZVPD basis set) on a cluster of 2 separate species, C3H11NO2 in total.

Its total energy is -326.1016 a.u. As for the SMILES: CCO.NCO. As for the total charge: 0. The value obtained for the energy above the lowest of the compared OMol25 structures with the same formula, charge and spin is 18.76 kcal per mole. The value obtained for the HOMO energy is -9.503 eV. The value obtained for the HOMO-LUMO gap is 10.37 eV.

Atoms and positions in Å:
C  -1.29651  1.69660  -0.88151
O  -1.79446  0.35224  -0.92285
C  0.19887  1.66105  -0.61066
H  -1.51897  2.14878  -1.85012
H  -1.86124  2.23946  -0.11969
H  -2.73488  0.32460  -0.76287
H  0.66749  2.63072  -0.78915
H  0.41863  1.35474  0.41750
H  0.74689  0.95394  -1.22674
N  0.88869  -1.56277  1.85693
C  1.44945  -1.61327  0.53084
O  0.44868  -1.69225  -0.50439
H  0.25884  -0.77902  1.95975
H  0.47012  -2.38522  2.25095
H  1.95002  -0.67418  0.34498
H  2.02808  -2.53566  0.44080
H  -0.31970  -2.11978  -0.13377



- Among the records above, which one has the highest total charge?
  C49H44AlN9PS



- What is the total charge in the first record?
  +3



- What is the HOMO in the first record?
  -14.972 eV